1.
This record from OMol25 describes a structure of composition C31H50O3P2PrS at a distorted geometry. The level of theory is ωB97M-V with the def2-TZVPD basis set.

CARTESIAN COORDINATES (ANGSTROEM)
Pr1 -0.3588 -0.4324 1.8920
C1 1.3334 0.8556 3.5002
C2 2.2351 1.2464 2.4845
C3 0.5208 2.7743 2.4901
C4 0.2664 1.8213 3.5217
C5 1.7681 2.4673 1.9048
C6 1.4001 -0.3810 4.3234
H1 2.4226 -0.8076 4.3812
H2 0.7393 -1.2223 3.9479
H3 1.0893 -0.1738 5.3644
C7 -0.7426 1.9870 4.6288
H4 -0.6641 1.2032 5.4070
H5 -1.7837 1.9627 4.2720
H6 -0.6154 2.9803 5.1515
C8 -0.2665 4.0153 2.2872
H7 -0.2216 4.6610 3.1786
H8 -1.3240 3.8087 2.0788
H9 0.1044 4.5921 1.4341
C9 2.5853 3.3907 1.0753
H10 3.1627 4.0747 1.7030
H11 1.9656 3.9999 0.4160
H12 3.3071 2.8824 0.4352
C10 3.5991 0.6906 2.3166
H13 4.3349 1.2194 2.9548
H14 3.9445 0.7642 1.2738
H15 3.6299 -0.3726 2.6033
C11 -0.3797 -2.0968 -0.1669
C12 0.7362 -2.3518 0.5825
C13 2.1697 -2.1447 0.1499
C14 2.4132 -1.2001 -1.0445
C15 1.9275 0.1830 -0.7901
C16 0.6650 0.6003 -1.0026
C17 -0.3318 -0.1482 -1.8442
C18 -0.4126 -1.6663 -1.6339
H16 2.5936 -3.1347 -0.1160
H17 2.0319 -1.6519 -1.9656
H18 2.7678 -1.8170 1.0277
H19 0.3253 -2.2022 -2.2607
H20 -1.3835 -2.3755 0.2217
H21 0.6581 -3.0444 1.4441
H22 -1.3992 -1.9829 -2.0338
H23 -1.3365 0.2831 -1.6919
H24 0.3430 1.5967 -0.6650
H25 -0.1267 -0.0061 -2.9264
H26 3.5076 -1.1436 -1.1647
H27 2.7063 0.8766 -0.4871
P1 -0.7010 -0.1017 -6.1381
P2 -0.4420 2.5245 -7.5466
C19 -0.7397 -0.2253 -8.0115
C20 -1.1182 1.1304 -8.6094
H28 -1.4696 -1.0005 -8.2800
H29 0.2535 -0.5533 -8.3516
H30 -0.7224 1.2576 -9.6259
H31 -2.2108 1.2565 -8.6434
C21 -1.2261 3.9206 -8.4436
H32 -0.8029 4.8587 -8.0658
H33 -2.3035 3.9152 -8.2399
H34 -1.0523 3.8420 -9.5237
C22 1.2409 2.6075 -8.3097
H35 1.1670 2.5876 -9.4057
H36 1.8581 1.7688 -7.9622
H37 1.7171 3.5438 -7.9898
C23 -2.1981 -1.1184 -5.7818
H38 -2.2439 -1.3242 -4.7037
H39 -2.1669 -2.0607 -6.3465
H40 -3.0931 -0.5483 -6.0681
C24 0.6459 -1.3074 -5.7971
H41 1.6023 -0.8700 -6.1144
H42 0.4740 -2.2478 -6.3372
H43 0.6914 -1.4958 -4.7147
C25 -1.9969 -2.6126 9.6634
C26 -2.0724 -2.5960 8.1483
C27 -2.7996 -3.5480 7.4171
C28 -2.8319 -3.4924 6.0179
C29 -2.1379 -2.4676 5.3503
C30 -1.4321 -1.5133 6.0842
C31 -1.3903 -1.5970 7.4630
S1 -2.0935 -2.3982 3.5623
O1 -0.7038 -2.8366 3.1775
O2 -3.2211 -3.0460 2.9536
O3 -2.0900 -0.8598 3.3397
H44 -2.9866 -2.5315 10.1402
H45 -1.5106 -3.5278 10.0350
H46 -1.3927 -1.7504 9.9779
H47 -3.3278 -4.3383 7.9771
H48 -3.3715 -4.2231 5.4281
H49 -0.9023 -0.7305 5.5613
H50 -0.8061 -0.8721 8.0549

Atoms 1-3, force components in eV/Å:
1.0 2.9 2.6
-1.0 0.4 -0.4
-0.2 0.7 -0.4

Summary:
Spin multiplicity   3
⟨S²⟩   2.011
Energy above the lowest of the compared OMol25 structures with the same formula, charge and spin   44.1 kcal per mole
Charge   +1
Frontier orbital gap (spin up / spin down)   4.903 / 5.002 eV
Energy   -82575.477 eV
Strongest force on any atom   0.07817 hartree/bohr

Results of the Löwdin charge analysis, in e, for atoms 1 through 2:
1. Pr 1.447
2. C -0.366

2.
This record from OMol25 describes a cluster of 3 separate species, C31H51F5N4O9 in total at a distorted geometry. The level of theory is ωB97M-V with the def2-TZVPD basis set.

CARTESIAN COORDINATES (ANGSTROEM)
C1 7.0757 -1.1472 1.5174
O1 8.0008 -0.5596 0.5988
C2 7.3326 -0.0768 -0.5623
C3 7.0607 1.4383 -0.4573
C4 5.5585 1.7917 -0.2266
C5 5.3405 2.8240 0.9259
C6 4.4566 3.9758 0.4116
C7 3.5957 4.6726 1.4750
C8 2.8837 3.7207 2.4594
C9 2.2535 2.4676 1.8285
C10 0.7785 2.5520 1.4816
C11 -0.0841 3.5170 1.9126
C12 -1.4266 3.5282 1.6002
C13 -1.8865 2.5217 0.8216
C14 -1.0266 1.5339 0.3253
C15 0.2894 1.5461 0.6512
O2 1.1487 0.5554 0.2021
N1 1.2383 0.5980 -1.2679
O3 1.7810 1.5575 -1.6171
C16 -1.8576 0.5975 -0.5481
O4 -1.5011 -0.0872 -1.4680
N2 -3.1845 0.7902 -0.0277
C17 -3.7566 -0.1390 0.8687
F1 -4.9523 -0.5576 0.3691
F2 -4.0400 0.4006 2.0673
C18 -2.9409 -1.4352 1.1264
F3 -1.7928 -1.1925 1.7485
F4 -3.6728 -2.1737 1.9799
F5 -2.7733 -2.1741 0.0472
C19 -3.2808 2.2058 0.3143
O5 -4.2524 2.9018 0.1832
H1 6.0743 -0.7106 1.4427
H2 7.0323 -2.2345 1.3515
H3 7.4472 -0.9385 2.5254
H4 8.0253 -0.2519 -1.3939
H5 6.4348 -0.6670 -0.7829
H6 7.3510 1.8863 -1.4129
H7 7.7018 1.8234 0.3360
H8 5.0435 0.8620 0.0374
H9 5.1513 2.1589 -1.1698
H10 4.8904 2.2612 1.7458
H11 6.3025 3.1966 1.2868
H12 3.7603 3.5312 -0.3121
H13 5.0504 4.6936 -0.1601
H14 4.2699 5.2938 2.0814
H15 2.8731 5.3674 1.0346
H16 3.6305 3.3731 3.1795
H17 2.1718 4.2893 3.0601
H18 2.7698 2.1048 0.9416
H19 2.3379 1.6641 2.5733
H20 0.2796 4.3268 2.5315
H21 -2.1104 4.2834 1.9654
C20 -8.4772 -0.9821 -3.9813
O6 -8.2655 -0.5952 -2.6379
C21 -6.9029 -0.3283 -2.3172
C22 -6.6683 1.1538 -2.0943
N3 -6.7641 1.9069 -3.3403
C23 -6.8334 3.3567 -3.1636
C24 -8.0051 3.9394 -2.3752
O7 -9.2650 3.8184 -3.0121
C25 -9.9059 2.5661 -2.8518
H22 -9.4972 -1.3563 -4.0620
H23 -8.3724 -0.1339 -4.6665
H24 -7.7893 -1.7779 -4.2806
H25 -6.2195 -0.7308 -3.0708
H26 -6.6971 -0.8450 -1.3775
H27 -5.6729 1.2954 -1.6655
H28 -7.4082 1.4918 -1.3577
H29 -7.5895 1.6094 -3.8422
H30 -6.8652 3.7910 -4.1667
H31 -5.8982 3.6947 -2.7053
H32 -7.8269 5.0147 -2.2888
H33 -8.0538 3.5587 -1.3484
H34 -9.6928 2.1146 -1.8799
H35 -9.6236 1.8794 -3.6541
H36 -10.9814 2.7283 -2.9295
C26 0.7158 -4.0906 0.2084
O8 1.0406 -4.6531 1.4667
C27 1.2880 -6.0544 1.4341
C28 2.7589 -6.3601 1.6548
N4 3.5669 -5.9547 0.5106
C29 5.0085 -5.9478 0.7576
C30 5.5521 -5.0226 1.8452
O9 5.4483 -3.6400 1.5452
C31 4.1778 -3.0705 1.8152
H37 0.3492 -3.0792 0.3816
H38 1.5941 -4.0258 -0.4429
H39 -0.0678 -4.6637 -0.2945
H40 0.9200 -6.5120 0.5116
H41 0.7251 -6.4897 2.2647
H42 2.8800 -7.4354 1.8161
H43 3.0623 -5.8412 2.5730
H44 3.2916 -5.0243 0.2275
H45 5.4839 -5.6620 -0.1846
H46 5.3300 -6.9719 0.9718
H47 6.6240 -5.2226 1.9287
H48 5.1293 -5.2353 2.8336
H49 3.6935 -3.5314 2.6787
H50 3.5281 -3.1379 0.9393
H51 4.3228 -2.0103 2.0246

Atoms 1-3, force components in eV/Å:
0.8 -0.2 0.2
-0.9 -0.1 0.0
1.0 0.3 -0.3

Summary:
SMILES   COCCCCCCCCc1ccc2c(c1ON=O)C(=O)N(C(F)(F)C(F)(F)F)C2=O.COCCNCCOC.COCCNCCOC
Energy above the lowest of the compared OMol25 structures with the same formula, charge and spin   14.1 kcal per mole
Frontier orbital gap   7.447 eV
Energy   -70942.576 eV
Strongest force on any atom   0.03656 hartree/bohr

Results of the Löwdin charge analysis, in e, for atoms 1 through 2:
1. C -0.093
2. O -0.192

3.
This record from OMol25 describes a structure of composition C31H51FN9Tl. The level of theory is ωB97M-V with the def2-TZVPD basis set.

CARTESIAN COORDINATES (ANGSTROEM)
Tl1 -0.5403 -0.8859 -1.0151
C1 2.9884 2.3689 2.6192
N1 2.0544 2.4407 1.5268
C2 2.5741 3.0039 0.3085
C3 0.7375 2.0021 1.6424
N2 -0.2800 2.5071 1.0496
C4 -0.3210 3.7702 0.4815
C5 0.2620 4.8961 1.0705
C6 0.1315 6.1636 0.5184
C7 -0.6090 6.3311 -0.6426
C8 -1.2178 5.2277 -1.2274
C9 -1.0915 3.9437 -0.6934
N3 -1.7934 2.8578 -1.2149
C10 -1.7469 2.5438 -2.4595
N4 -2.7194 1.7342 -3.0016
C11 -2.3477 0.7171 -3.9882
C12 -3.7821 1.3195 -2.1062
N5 -0.7600 2.9429 -3.3633
C13 0.6284 2.9399 -2.9762
C14 -1.0904 3.5405 -4.6248
N6 0.5698 0.9303 2.4887
C15 -0.8018 0.5582 2.8051
C16 1.4179 -0.2489 2.3039
H1 3.4169 3.3629 2.8071
H2 3.8216 1.6851 2.4080
H3 2.4827 2.0257 3.5180
H4 2.8215 4.0671 0.4228
H5 1.8436 2.9127 -0.4862
H6 3.4772 2.4651 -0.0001
H7 0.8237 4.7581 1.9880
H8 0.5977 7.0146 1.0024
H9 -0.7287 7.3141 -1.0839
H10 -1.8256 5.3487 -2.1173
H11 -1.5509 1.0869 -4.6254
H12 -3.2202 0.5063 -4.6133
H13 -1.9826 -0.2170 -3.5416
H14 -4.1190 2.1690 -1.5164
H15 -3.4470 0.5403 -1.4131
H16 -4.6076 0.9294 -2.7055
H17 0.7553 2.2257 -2.1661
H18 0.9958 3.9251 -2.6600
H19 1.2394 2.5847 -3.8096
H20 -2.1636 3.4725 -4.7940
H21 -0.5776 3.0380 -5.4548
H22 -0.7999 4.6022 -4.6468
H23 -1.3813 1.4491 3.0366
H24 -0.7828 -0.1168 3.6637
H25 -1.2687 0.0315 1.9694
H26 2.3405 0.0175 1.7926
H27 0.8874 -0.9939 1.7035
H28 1.6558 -0.6986 3.2713
F1 -0.6890 -1.9812 -3.1730
C17 -3.8286 -3.6615 1.0623
C18 -3.3375 -2.9207 2.3103
C19 -3.6314 -1.4228 2.1812
C20 -1.8898 -3.2502 2.6260
C21 -1.5864 -3.7426 3.8775
C22 -0.3062 -4.1759 4.2436
C23 0.6631 -4.2058 3.2342
C24 0.4237 -3.7426 1.9570
C25 1.4355 -3.8882 0.8419
C26 0.9127 -4.8680 -0.2146
C27 2.8306 -4.3072 1.2942
C28 -0.8399 -3.0625 1.6137
N7 -1.0078 -2.3736 0.5255
H29 -4.8798 -3.4273 0.8563
H30 -3.7344 -4.7424 1.1968
H31 -3.2211 -3.3649 0.2061
H32 -3.9250 -3.2906 3.1631
H33 -3.0858 -1.0123 1.3315
H34 -3.3234 -0.8880 3.0832
H35 -4.7049 -1.2512 2.0321
H36 -2.3940 -3.8097 4.6082
H37 -0.0962 -4.5497 5.2393
H38 1.6354 -4.6315 3.4731
H39 1.5077 -2.9096 0.3468
H40 0.8091 -5.8646 0.2269
H41 1.5925 -4.9439 -1.0722
H42 -0.0597 -4.5288 -0.5725
H43 2.8114 -5.2913 1.7721
H44 3.2574 -3.5992 2.0109
H45 3.5059 -4.3790 0.4344
C29 2.2137 -2.2505 -2.7062
N8 2.8984 -1.1940 -1.9456
C30 3.9011 -1.6341 -0.9855
C31 3.1811 -0.0666 -2.5899
N9 3.4414 0.9315 -3.1162
H46 1.9588 -3.0463 -2.0084
H47 2.8753 -2.6363 -3.4921
H48 1.2674 -1.8904 -3.1250
H49 3.4200 -2.2814 -0.2536
H50 4.3171 -0.7690 -0.4710
H51 4.7152 -2.1866 -1.4729

Atoms 1-3, force components in eV/Å:
0.0 0.1 0.1
0.0 0.0 0.0
0.1 0.0 0.0

Summary:
Energy above the lowest of the compared OMol25 structures with the same formula, charge and spin   0.0 kcal per mole
Charge   -2
Frontier orbital gap   4.191 eV
Energy   -53794.954 eV
Strongest force on any atom   0.00391 hartree/bohr

Results of the Löwdin charge analysis, in e, for atoms 1 through 2:
1. Tl 0.640
2. C -0.089

4.
This record from OMol25 describes a cluster of 3 separate species, C31H51IN2O8 in total at a distorted geometry. The level of theory is ωB97M-V with the def2-TZVPD basis set.

CARTESIAN COORDINATES (ANGSTROEM)
C1 4.6523 -1.1700 4.9452
O1 5.2061 -1.9059 3.8142
C2 4.4152 -1.4302 2.6704
C3 4.6134 -2.3253 1.3598
C4 5.8436 -1.8868 0.4271
C5 5.8295 -0.3453 -0.0333
C6 4.3740 0.3017 -0.2015
C7 3.3997 -0.5353 -1.2132
C8 1.9038 -0.2080 -0.7482
C9 0.7512 -1.0324 -1.4697
C10 0.6318 -1.3332 -2.9870
C11 1.7570 -0.8302 -4.0143
C12 1.7715 0.7729 -4.0955
C13 0.3333 1.2918 -4.5887
I1 -0.4950 2.6786 -3.0754
C14 -0.5686 -2.1118 -3.6462
C15 -1.7098 -2.5915 -2.7365
C16 -1.5650 -2.3103 -1.2125
C17 -0.4099 -1.5609 -0.5385
C18 -0.4774 -1.3457 1.0351
O2 -0.9287 0.0323 1.3347
N1 -0.5054 0.3487 2.5930
O3 -0.9389 -0.3910 3.4219
C19 -2.9041 -2.9730 -0.6860
O4 -3.2180 -3.5267 0.3846
N2 -3.8858 -2.8374 -1.8130
C20 -4.3552 -1.4520 -2.0948
C21 -5.2738 -0.9456 -0.7283
C22 -5.0955 0.6970 -0.3590
O5 -4.4758 -0.5525 0.4772
C23 -3.0871 -3.3453 -2.9793
O6 -3.4731 -4.1232 -3.8796
H1 4.7594 -0.0254 4.8115
H2 3.5378 -1.3869 5.1106
H3 5.1829 -1.4815 5.9233
H4 3.2947 -1.4921 2.9499
H5 4.7099 -0.3245 2.5383
H6 4.8443 -3.3979 1.7234
H7 3.6379 -2.4221 0.7518
H8 5.9381 -2.5131 -0.5387
H9 6.8432 -2.0554 0.9818
H10 6.3890 -0.2736 -1.0421
H11 6.4037 0.3333 0.7076
H12 4.5310 1.3242 -0.7221
H13 3.8438 0.5492 0.7870
H14 3.6590 -0.1178 -2.2602
H15 3.6683 -1.6428 -1.2452
H16 1.6941 0.9097 -0.9495
H17 1.8893 -0.3107 0.4030
H18 1.5223 -1.2386 -5.0714
H19 2.7618 -1.2967 -3.7258
H20 2.0870 1.2039 -3.0749
H21 2.5395 1.0554 -4.9126
H22 0.4505 1.7979 -5.6137
H23 -0.4561 0.4797 -4.7060
H24 -0.6325 -2.3239 -4.7603
H25 0.5026 -1.5911 1.5822
H26 -1.3191 -2.0421 1.4147
H27 -5.1185 -1.3701 -2.9343
H28 -3.5374 -0.6577 -2.1019
H29 -6.3619 -1.4327 -0.5855
H30 -6.2740 0.7331 -0.3509
H31 -5.0457 1.1987 0.6551
C24 -0.8716 6.2494 -1.1608
C25 -0.0207 7.1112 -2.0770
O7 -0.6491 7.4144 -3.3145
C26 -1.8638 8.1478 -3.2428
C27 -1.7028 9.5208 -2.6118
H32 -1.2173 5.3542 -1.6836
H33 -0.2994 5.9472 -0.2804
H34 -1.7573 6.7878 -0.8138
H35 0.8932 6.5637 -2.3236
H36 0.2946 8.0313 -1.5744
H37 -2.6327 7.5640 -2.7267
H38 -2.2077 8.2748 -4.2724
H39 -1.4452 9.4459 -1.5525
H40 -2.6327 10.0880 -2.6894
H41 -0.9019 10.0794 -3.1033
C28 -3.7837 -3.1061 3.2695
C29 -3.2641 -2.8013 4.6636
O8 -3.4313 -3.8764 5.5790
C30 -2.7616 -5.0869 5.2582
C31 -1.2503 -4.9411 5.1948
H42 -4.8165 -3.4616 3.3105
H43 -3.7411 -2.2127 2.6419
H44 -3.1903 -3.8829 2.7830
H45 -3.8305 -1.9599 5.0725
H46 -2.2163 -2.4853 4.6348
H47 -3.1569 -5.5073 4.3279
H48 -3.0111 -5.7962 6.0515
H49 -0.9450 -4.3088 4.3573
H50 -0.7777 -5.9171 5.0654
H51 -0.8690 -4.4780 6.1088

Atoms 1-3, force components in eV/Å:
0.2 0.2 1.2
-2.0 1.3 0.0
-0.2 -0.1 -0.4

Summary:
SMILES   COCCCCCCCc1c(CCCI)cc2c(c1CON=O)C(=O)N(C[C@@H]1CO1)C2=O.CCOCC.CCOCC
Frontier orbital gap   7.831 eV
Energy   -60416.616 eV
Strongest force on any atom   0.11081 hartree/bohr

Results of the Löwdin charge analysis, in e, for atoms 1 through 2:
1. C -0.140
2. O -0.219

5.
This record from OMol25 describes a cluster of 3 separate species, C31H51N5O3S2 in total at a distorted geometry. The level of theory is ωB97M-V with the def2-TZVPD basis set.

CARTESIAN COORDINATES (ANGSTROEM)
C1 -11.9327 -1.6931 -1.5262
O1 -11.5571 -1.9209 -2.9170
C2 -10.1280 -2.2511 -3.0057
C3 -9.7066 -2.0147 -4.5509
C4 -8.1242 -2.2600 -4.7127
C5 -7.6719 -3.8012 -4.6979
C6 -7.1237 -4.3406 -3.2849
C7 -5.9930 -3.3856 -2.6687
C8 -4.7023 -3.1696 -3.4820
C9 -3.5556 -2.1981 -2.9595
N1 -2.3144 -1.8769 -3.6312
S1 -1.6057 -0.7629 -2.5106
N2 -2.7735 -0.6851 -1.2506
C10 -3.9125 -1.5146 -1.5526
C11 -5.2318 -1.7313 -0.6989
C12 -6.3233 -2.7031 -1.2705
N3 -7.6125 -2.9786 -0.6111
C13 -8.0585 -1.9530 0.0481
S2 -8.2325 -0.6797 1.1185
H1 -12.9401 -2.2282 -1.3733
H2 -12.1174 -0.5773 -1.3324
H3 -11.1802 -2.1482 -0.7955
H4 -9.9179 -3.3357 -2.6775
H5 -9.5659 -1.5670 -2.2765
H6 -10.3390 -2.6595 -5.2732
H7 -9.9235 -0.8969 -4.7639
H8 -7.8441 -1.8499 -5.7622
H9 -7.5863 -1.5856 -3.9628
H10 -8.5847 -4.4404 -5.0155
H11 -6.8407 -3.9752 -5.4768
H12 -7.9693 -4.5938 -2.5347
H13 -6.6036 -5.3595 -3.4844
H14 -4.4993 -3.6533 -4.5090
H15 -5.4221 -1.1902 0.2872
C14 0.0119 -1.6615 1.5338
C15 -0.1337 -0.1896 1.9963
C16 0.4312 0.7663 0.9185
C17 1.9536 0.8141 0.8736
C18 2.5333 1.0892 2.2562
C19 2.0195 0.1016 3.3276
N4 0.5302 -0.0215 3.3269
O2 0.0224 1.1040 3.9054
C20 2.6702 -1.2845 3.1027
C21 2.5756 0.5394 4.7080
C22 -1.6723 0.0270 2.0569
H16 0.0308 -2.3485 2.3862
H17 -0.8280 -1.9747 0.9066
H18 0.9067 -1.8319 0.9327
H19 0.0625 1.7829 1.0976
H20 0.0536 0.4783 -0.0671
H21 2.3571 -0.1179 0.4680
H22 2.2708 1.6061 0.1850
H23 3.6258 1.0521 2.2002
H24 2.2779 2.1167 2.5434
H25 2.2587 -2.0284 3.7919
H26 3.7488 -1.2411 3.2825
H27 2.5623 -1.6641 2.0891
H28 2.2986 1.5645 4.9691
H29 3.6696 0.5076 4.7153
H30 2.2224 -0.1247 5.5039
H31 -2.1322 -0.6176 2.8137
H32 -2.1354 -0.2119 1.0890
H33 -1.9471 1.0624 2.2734
C23 7.4896 4.7741 1.7460
C24 7.0871 3.2810 1.8575
C25 8.2235 2.4755 2.5316
C26 9.4117 2.2039 1.6179
C27 8.9599 1.5816 0.3015
C28 7.8676 2.4107 -0.4087
N5 6.7308 2.7581 0.4974
O3 5.9767 1.6259 0.6629
C29 8.4983 3.6979 -0.9925
C30 7.4013 1.6347 -1.6684
C31 5.8764 3.2937 2.8313
H34 6.9457 5.2731 0.9374
H35 7.2545 5.3264 2.6603
H36 8.5593 4.9156 1.5839
H37 7.8337 1.5128 2.8821
H38 8.5736 3.0033 3.4249
H39 9.9740 3.1235 1.4337
H40 10.1058 1.5199 2.1205
H41 9.8277 1.4621 -0.3547
H42 8.5873 0.5698 0.5023
H43 7.7329 4.3491 -1.4253
H44 9.2049 3.4560 -1.7923
H45 9.0687 4.2775 -0.2700
H46 7.0293 0.6336 -1.4343
H47 8.2299 1.4961 -2.3696
H48 6.6117 2.1792 -2.1968
H49 5.0299 3.8424 2.4049
H50 6.1430 3.7788 3.7759
H51 5.5387 2.2882 3.0944

Atoms 1-3, force components in eV/Å:
-1.1 -0.4 0.0
1.5 -0.3 1.5
-0.4 0.1 -1.0

Summary:
Spin multiplicity   3
⟨S²⟩   2.009
Frontier orbital gap (spin up / spin down)   7.048 / 7.203 eV
Energy   -68225.883 eV
Strongest force on any atom   0.11753 hartree/bohr

Results of the Löwdin charge analysis, in e, for atoms 1 through 2:
1. C -0.117
2. O -0.241